No. 1
C36H46AsNO3PdSi3 as an isolated structure, computed with wB97M-V/def2-TZVPD.

Positions of all 91 atoms, in Å:
C: -5.2059 -2.2256 -3.1647
H: 2.5102 -1.8028 -3.1523
H: 4.6490 -1.7148 0.1107
C: 3.1397 3.0531 2.1892
C: 1.9170 2.7912 -4.6586
C: 5.6152 2.9019 0.9592
Si: 1.8759 -1.6699 2.3952
H: 3.3114 0.3946 2.1149
H: -2.7691 4.0302 1.6411
H: 6.4293 3.4905 2.8526
H: -3.8603 -3.7105 -2.4401
C: -2.2931 0.4874 -1.7986
H: -0.2357 -1.5568 3.7671
O: -1.0921 -2.7260 -1.0420
H: 1.1377 -0.8542 -2.5818
C: 0.9229 3.4404 -3.9449
H: -1.2319 2.2266 0.9580
H: -1.1161 -3.6242 -2.8912
C: 2.8215 1.9746 -3.9946
H: -0.5551 -4.5050 2.2647
C: -0.0236 5.8960 0.9607
C: 3.4220 -0.6086 2.5237
C: 3.9826 -1.2664 -0.6253
H: -1.8936 -4.5685 -1.5750
C: 4.4648 2.6099 0.2374
H: 3.8764 -0.2110 -0.3683
C: -4.0357 -2.6509 -2.5752
C: -1.7549 4.2729 1.3523
H: 0.0383 3.7881 -2.0277
H: 1.4606 -3.9843 3.2907
Si: 2.3584 -2.2208 -0.7656
C: 3.2201 2.6806 0.8488
C: 0.4066 3.5612 0.5829
H: 3.5838 1.4408 -4.5478
H: 3.0284 -4.4914 0.0740
H: -0.1099 -4.4196 -1.6424
C: 1.2191 -1.9570 0.6709
H: 3.8625 -4.1287 -1.4329
H: -1.9988 6.3791 1.6463
H: -3.5563 -1.2132 1.3491
H: -3.1599 -2.4939 2.5189
H: 1.0824 -0.6057 4.4471
C: 0.8395 3.2998 -2.5667
As: 1.5616 2.1299 -0.0029
H: 0.1964 4.0532 -4.4628
H: 0.3118 6.9253 0.9551
H: 2.6872 -3.1636 4.2466
C: -1.3225 5.5880 1.3491
H: 2.1732 3.1149 2.6793
C: -4.5850 0.1052 -2.9568
C: -5.4853 -0.8629 -3.3621
H: 3.0985 -3.8380 2.6723
H: -5.9313 -2.9626 -3.4855
C: -1.8418 -1.6478 -1.5423
H: 4.4845 -1.3365 -1.5944
C: -2.9489 -2.1017 1.5219
O: -2.1574 1.7054 -1.7408
C: 0.8398 4.8855 0.5747
C: -3.4027 -0.2990 -2.3568
C: -0.8884 3.2553 0.9703
H: -6.4172 -0.5759 -3.8304
H: 4.2107 3.6323 3.9474
C: 1.6482 -1.8119 -2.4762
O: -1.5833 -1.7341 1.4196
H: 4.3053 -1.0588 2.0772
H: -4.7885 1.1596 -3.0921
C: 2.7349 1.8211 -2.6198
H: 0.9795 -2.5878 -2.8494
H: -3.2364 -2.8536 0.7803
C: -0.7228 -4.4293 1.1881
Pd: 0.3341 -0.0273 -0.0589
H: 1.9780 2.9050 -5.7331
H: 4.5572 2.3419 -0.8068
C: 5.5307 3.2658 2.2932
H: 3.6217 -0.5015 3.5948
H: 2.1919 -4.6529 -1.4671
H: 3.4086 1.1314 -2.1243
H: 0.1346 0.0191 3.0860
C: 2.9070 -4.0383 -0.9127
C: -1.0576 -3.9307 -1.8509
H: -1.7448 -4.7615 0.9994
H: 6.5793 2.8446 0.4706
C: 0.5814 -0.8807 3.5142
Si: -0.4126 -2.6375 0.7115
C: 4.2883 3.3453 2.9065
N: -1.3599 -0.4330 -1.3102
C: 1.7619 2.5075 -1.8946
H: 1.8524 5.1259 0.2697
C: 2.3190 -3.3127 3.2306
H: -0.0295 -5.1251 0.7160
C: -3.1086 -1.6778 -2.1659

Atomic forces in eV per Å
C -0.05 0.00 -0.03
H -0.03 -0.01 -0.06
H 0.01 -0.05 0.02
C -0.01 -0.01 0.04
C 0.04 -0.02 -0.03
C 0.02 0.00 -0.02
Si 0.05 -0.10 0.11
H -0.04 -0.02 -0.05
H 0.00 0.02 0.01
H 0.01 0.00 0.01
H 0.02 0.00 0.01
C 0.15 -0.01 0.07
H -0.02 -0.07 -0.03
O -0.17 -0.10 -0.01
H 0.04 0.03 0.12
C -0.05 0.04 -0.02
H 0.02 0.01 -0.02
H -0.01 -0.04 0.00
C 0.01 -0.02 0.01
H 0.00 0.02 0.04
C 0.00 0.04 0.00
C -0.09 -0.02 0.11
C -0.11 -0.02 -0.04
H 0.02 -0.02 -0.03
C 0.04 0.02 -0.04
H -0.06 -0.02 0.03
C 0.04 -0.04 0.01
C -0.02 -0.06 -0.01
H 0.01 0.00 0.02
H -0.04 -0.01 0.00
Si 0.10 -0.19 -0.07
C 0.00 0.06 -0.05
C 0.10 0.08 -0.10
H 0.00 0.00 -0.01
H 0.02 0.01 0.03
H -0.03 -0.02 -0.04
C -0.35 0.21 -0.14
H 0.04 0.04 -0.05
H 0.00 0.01 0.00
H 0.01 -0.01 0.01
H 0.00 0.01 -0.01
H -0.04 0.02 0.03
C 0.01 0.06 0.02
As 0.06 0.03 0.17
H 0.00 0.00 0.01
H 0.00 0.00 0.00
H 0.02 0.07 0.05
C -0.02 0.02 0.01
H 0.03 -0.02 -0.02
C 0.03 -0.01 0.02
C -0.03 -0.02 -0.01
H 0.02 0.00 -0.01
H 0.00 0.00 0.00
C 0.10 0.29 0.02
H 0.01 0.03 -0.03
C -0.05 0.01 0.02
O 0.01 0.07 0.03
C -0.02 0.01 0.02
C -0.03 -0.11 -0.01
C -0.10 0.03 0.03
H 0.00 0.00 0.00
H 0.01 0.00 0.00
C 0.19 -0.06 0.01
O 0.06 -0.23 -0.03
H 0.00 -0.06 -0.01
H 0.01 0.01 0.00
C -0.02 -0.04 -0.06
H -0.04 -0.04 0.01
H 0.01 0.00 0.00
C 0.04 0.20 -0.07
Pd 0.06 0.54 -0.05
H -0.01 0.00 -0.01
H -0.03 0.00 0.02
C 0.02 0.01 0.00
H 0.01 0.03 0.01
H -0.06 0.01 0.02
H -0.02 0.02 -0.01
H 0.05 0.01 -0.04
C -0.07 0.06 0.08
C 0.02 0.04 0.08
H -0.03 -0.01 -0.03
H 0.01 0.00 0.01
C 0.11 0.07 0.02
Si -0.01 -0.30 0.11
C -0.03 0.01 0.02
N -0.02 -0.70 0.04
C 0.13 -0.06 0.03
H -0.02 -0.02 0.00
C 0.03 0.02 -0.22
H 0.04 0.00 -0.05
C -0.07 0.17 -0.05

The expectation value of S² is 2.0254. The HOMO-LUMO gap (alpha / beta) is 6.697 / 7.300 eV. Its electronic energy is -133664.630 eV. Its molar mass is 806.37 u. The multiplicity is 3. The maximum force comes out at 0.7 eV/A.

No. 2
A 5-piece molecular cluster, C36H46BN4O12 overall, computed with wB97M-V/def2-TZVPD.

Positions of all 99 atoms, in Å:
H: 0.2520 -6.0603 3.8938
H: -1.1123 -2.5201 2.6519
C: 2.0856 1.3964 2.1472
C: -0.9465 3.4257 -2.5210
N: 7.4558 8.4927 -4.2030
C: -4.7193 -2.9474 -3.2963
H: 4.2318 -1.1805 2.2045
H: -1.3266 -9.4743 1.8708
H: -3.1154 -1.6272 2.2841
H: -7.0716 -1.1193 -1.6726
C: 1.2941 1.7544 0.8717
O: -0.2290 -0.7924 1.8719
C: -1.4849 -8.5319 2.3798
C: -6.9058 -3.3534 -4.2071
H: 1.7458 2.6665 0.4645
C: 0.7934 -0.9442 2.8942
N: -2.0992 -4.8309 4.3205
C: -1.8861 -6.1260 3.6577
H: 2.9803 -2.1231 4.1638
H: 0.6028 -8.2083 2.7517
H: -3.6554 -3.1357 -3.2963
H: 5.0194 9.4075 -4.8424
H: -3.6175 -8.5927 2.1521
C: 3.2971 -0.9638 1.6833
H: 4.0560 -1.1706 5.1622
O: 1.3558 4.8390 -2.8308
C: -0.3998 -7.8209 2.8726
C: -5.5393 -3.5978 -4.2047
C: 4.9685 5.8370 -3.3736
O: 7.4227 9.6314 -4.6379
H: 1.6312 -0.3945 6.2328
O: -3.2483 -4.4408 4.4440
N: 0.3389 5.4261 -3.1570
C: -0.5977 -6.6095 3.5153
O: 2.8668 -0.0172 4.0186
O: -1.1140 -4.2321 4.6985
O: 0.3115 6.5698 -3.5811
H: -2.0879 6.3498 -3.8150
C: 2.8434 -2.2727 1.0356
C: 6.1769 6.4975 -3.5311
H: 1.3526 -2.1013 5.7152
C: -1.0511 -1.9157 1.7390
C: -3.3104 4.6783 -3.2755
C: -6.6427 -1.8116 -2.3825
H: -0.0959 3.2879 1.4558
C: -2.1060 5.3467 -3.4144
H: -4.2321 5.1633 -3.5683
C: 1.3055 0.7579 -0.2888
C: 2.3152 -4.4601 1.6184
C: 3.7804 6.4564 -3.7412
H: -8.5220 -2.2748 -3.2970
H: 2.8335 5.9382 -3.6111
O: 8.4748 7.9078 -3.8823
O: 2.0875 -4.8780 0.5440
H: 0.9173 -2.0251 3.0560
H: -0.6655 -2.5028 0.8953
H: 2.1985 0.8799 -0.9053
O: -4.9391 -0.5904 -0.6575
H: -0.0310 2.9307 -2.2267
B: 2.2010 -0.1588 2.6452
C: -2.7725 -8.0369 2.5360
H: -2.1746 1.7592 -1.9788
O: 3.1327 -3.4459 1.8645
H: 1.2556 -0.2868 -0.0057
C: 6.1797 7.7792 -4.0544
C: -7.4568 -2.4633 -3.2952
H: -7.5433 -3.8575 -4.9225
H: -0.5014 1.7301 2.1500
H: -4.2797 2.8720 -2.6410
H: -0.7858 2.0745 0.3893
C: -5.2823 -2.0587 -2.3990
C: -2.9778 -6.8275 3.1803
N: -4.4103 -1.3510 -1.4464
C: 2.0894 -1.3391 5.9616
H: 2.8767 8.2200 -4.5601
H: 3.5935 -0.3254 0.8474
H: 1.8876 -4.9300 2.5142
H: 1.8096 -2.2783 0.7011
C: -2.4950 -1.4577 1.4091
C: -2.1551 2.7632 -2.3827
H: 1.6674 1.9762 2.9778
H: 0.4720 0.9998 -0.9539
H: -2.8818 -1.9604 0.5225
O: -3.2150 -1.5707 -1.5122
C: -0.9371 4.7116 -3.0303
C: -3.3356 3.3893 -2.7562
H: 3.1102 1.7721 2.0463
C: 3.8027 7.7399 -4.2728
C: 3.0411 -1.1873 4.7306
C: 5.0059 8.4085 -4.4314
H: 4.9512 4.8374 -2.9598
H: 7.0988 6.0131 -3.2441
H: -3.9797 -6.4423 3.3011
H: 0.3683 -0.5717 3.8391
H: -5.1115 -4.2938 -4.9137
C: -0.1349 2.2173 1.2539
H: 2.6717 -1.7102 6.8075
H: 3.4331 -2.4128 0.1250
H: -2.4414 -0.3926 1.2025

Atomic forces in eV per Å
H -0.14 0.15 0.06
H 0.45 0.00 -0.07
C -0.18 -0.20 -0.17
C 0.26 -0.24 0.11
N 0.13 0.07 -0.04
C 0.22 -0.14 -0.12
H 0.04 0.04 0.22
H 0.00 0.01 0.01
H -0.34 0.07 -0.05
H 0.16 0.02 0.05
C -0.16 0.61 0.44
O 0.35 -0.06 0.51
C 0.00 -0.03 0.00
C -0.01 -0.01 -0.01
H 0.11 0.02 -0.16
C -0.37 0.05 0.05
N -0.04 0.22 0.10
C 0.04 -0.25 -0.17
H -0.03 0.16 -0.41
H 0.01 0.05 0.00
H 0.00 0.11 0.12
H 0.16 -0.01 0.03
H -0.01 0.03 0.01
C -0.75 -0.66 -0.10
H 0.11 -0.05 -0.15
O -0.51 -0.03 0.00
C -0.13 -0.06 -0.03
C -0.13 0.05 0.03
C -0.05 0.13 -0.07
O 0.04 -0.21 0.08
H -0.12 0.10 -0.07
O 0.26 -0.10 -0.02
N 0.09 0.01 0.02
C 0.26 0.00 0.02
O -0.57 -0.20 -0.41
O -0.18 -0.06 0.02
O 0.06 -0.20 0.05
H 0.15 -0.01 0.03
C 1.51 0.55 -1.24
C 0.11 -0.21 0.11
H -0.46 0.18 0.23
C -0.93 0.28 -0.65
C 0.04 -0.13 0.05
C -0.23 0.12 0.08
H -0.09 0.13 0.12
C -0.14 0.24 -0.10
H 0.02 0.02 0.00
C 0.23 0.21 -0.23
C 0.89 0.31 1.52
C -0.15 -0.06 -0.09
H 0.01 0.01 0.03
H 0.44 0.23 -0.04
O -0.17 0.13 -0.07
O -1.00 -0.99 -2.37
H 0.25 -0.04 -0.01
H 0.01 -0.43 0.17
H 0.22 -0.02 0.08
O 0.09 -0.07 -0.20
H 0.06 0.15 0.01
B 0.94 0.29 0.37
C 0.13 -0.02 0.01
H 0.05 0.02 0.03
O -0.92 0.69 1.00
H -0.28 -0.01 0.16
C -0.19 -0.11 0.04
C 0.09 -0.07 -0.07
H 0.01 0.00 0.01
H -0.25 -0.32 -0.13
H 0.01 0.00 0.01
H -0.41 -0.08 0.23
C -0.16 -0.16 -0.13
C -0.26 -0.05 -0.06
N 0.22 0.06 0.09
C 0.55 -0.51 -0.65
H 0.00 0.00 0.01
H 0.00 0.08 -0.10
H 0.22 0.08 0.36
H -0.31 -0.12 0.43
C 0.80 -0.19 0.17
C -0.14 0.02 -0.05
H -0.07 0.09 0.01
H -0.16 -0.24 -0.07
H -0.04 -0.02 0.47
O -0.40 0.18 -0.40
C -0.26 -0.14 0.04
C 0.00 0.01 -0.02
H 0.15 -0.12 -0.01
C 0.11 -0.10 0.05
C 0.48 0.24 1.41
C -0.16 0.22 -0.09
H 0.01 0.01 0.01
H 0.06 0.14 -0.03
H 0.08 0.14 0.06
H -0.07 0.04 -0.02
H 0.03 0.01 0.02
C 0.59 0.08 -0.40
H -0.07 0.00 0.15
H -0.06 -0.21 -0.11
H -0.18 0.11 -0.09

Its charge is -1. The HOMO-LUMO gap is 5.311 eV. Its electronic energy is -69274.632 eV. Its molar mass is 737.59 u. The maximum force comes out at 2.8 eV/A.

- Which value of electronic energy does entry 1 give?
  -133664.630 eV

- Number 2 is which compound?
  C36H46BN4O12

- The highest maximum force belongs to which entry?
  C36H46BN4O12

- The highest electronic energy belongs to which entry?
  C36H46BN4O12